[1]
# C26H51Cl3HgN2O6PSi

C26H51Cl3HgN2O6PSi as an isolated structure (the ωB97M-V functional and the def2-TZVPD basis, the Open Molecules 2025 dataset).

```
91
Properties=species:S:1:pos:R:3
C 2.116 4.106 -3.892
C 1.693 3.933 -2.474
H 2.764 4.989 -3.950
H 1.254 4.253 -4.559
H 2.664 3.226 -4.261
C 1.313 4.953 -1.697
C 1.248 6.362 -2.174
H 0.902 4.768 -0.697
H 0.492 6.509 -2.945
H 2.194 6.726 -2.582
H 1.000 7.003 -1.333
Hg -0.257 -2.589 -0.714
Cl 2.029 -2.720 -1.366
Cl -2.619 -2.537 -0.822
H -2.488 -6.819 0.460
H -1.212 -8.038 -1.874
C -2.433 -6.007 -0.284
C -1.189 -6.985 -2.204
N -1.202 -6.086 -1.057
H -2.484 -5.034 0.213
C -0.043 -5.627 -0.518
O 0.051 -5.109 0.615
H -0.279 -6.804 -2.790
H 0.818 -5.696 -1.223
H -3.274 -6.108 -0.979
H -2.080 -6.800 -2.822
H -2.763 2.989 -1.225
H -1.485 4.649 0.100
C -3.154 2.533 -0.308
C -1.959 4.224 0.995
N -2.227 2.808 0.781
H -3.255 1.452 -0.442
C -2.191 1.943 1.849
O -2.780 0.870 1.894
H -1.284 4.348 1.848
H -1.558 2.312 2.678
H -4.137 2.981 -0.097
H -2.892 4.779 1.176
O 0.271 2.068 -2.484
C 1.581 2.467 -2.028
C 0.910 2.651 0.404
C 1.830 2.234 -0.543
H -0.103 2.894 0.084
C 1.314 2.809 1.738
H 2.332 1.853 -2.539
C 3.093 1.773 -0.148
H 0.642 3.267 2.474
C 2.595 2.410 2.126
C 3.465 1.838 1.192
H 3.774 1.404 -0.914
H 2.898 2.520 3.160
H 4.435 1.470 1.512
Si -0.403 1.271 -3.742
Cl 0.147 -0.664 0.836
C -2.171 0.982 -3.191
C 0.339 -0.431 -3.753
C -0.390 2.206 -5.320
H -2.194 0.279 -2.346
H -2.784 0.552 -3.996
H -2.646 1.923 -2.888
H -0.744 3.238 -5.203
H -1.084 1.692 -5.987
H 0.595 2.204 -5.795
H 1.332 -0.492 -3.287
H 0.418 -0.843 -4.768
H -0.310 -1.123 -3.189
C 3.823 -3.421 2.657
C 2.442 -3.410 2.057
O 1.708 -2.183 2.658
P 0.274 -1.635 2.527
O -0.106 -0.400 3.420
C 0.876 0.220 4.386
C 0.598 -0.665 5.562
O -0.852 -2.669 2.724
C -2.240 -2.065 3.143
C -3.131 -3.257 3.030
H 4.378 -2.503 2.414
H 4.383 -4.264 2.233
H 3.808 -3.559 3.747
H 2.475 -3.256 0.969
H 1.845 -4.293 2.304
H 1.893 0.153 3.963
H 0.541 1.259 4.447
H 0.956 -1.674 5.323
H 1.046 -0.298 6.477
H -0.489 -0.737 5.656
H -2.148 -1.660 4.164
H -2.459 -1.255 2.432
H -2.762 -4.073 3.656
H -4.144 -2.998 3.347
H -3.150 -3.564 1.982
```

Properties
- Maximum force: 2.93 eV Å⁻¹
- LUMO level (spin up / spin down): 0.0823 / 0.0827 hartree
- ΔE to the lowest compared entry with this formula, charge and spin: 92.1 kcal/mol
- Charge: -1
- DFT total energy: -3747.10253 a.u.

=====

[2]
# C26H51N3O5

A 3-piece molecular cluster, C26H51N3O5 overall (the ωB97M-V functional and the def2-TZVPD basis, the Open Molecules 2025 dataset).

```
85
Properties=species:S:1:pos:R:3
C -7.255 2.348 9.025
O -8.068 1.988 7.854
C -7.280 2.425 6.656
O -6.955 3.720 6.571
C -6.920 1.274 5.527
C -5.609 1.622 4.606
C -4.707 0.272 4.207
C -3.180 0.833 3.934
N -2.362 -0.009 2.980
C -0.913 0.517 3.024
C -0.316 1.598 1.904
O -0.025 0.119 3.972
H -6.150 1.958 8.856
H -7.723 1.777 9.958
H -7.222 3.495 9.259
H -6.792 0.213 6.026
H -7.865 1.211 4.805
H -4.869 2.374 5.150
H -5.992 2.052 3.572
H -4.739 -0.477 5.125
H -5.202 -0.252 3.279
H -2.643 0.911 4.973
H -3.317 1.932 3.491
H -2.266 -1.000 3.308
H -1.108 1.658 1.036
H -0.322 2.666 2.421
H 0.765 1.283 1.525
C 1.045 1.647 -3.548
C -0.227 1.001 -2.931
C -0.514 -0.360 -3.622
C -1.085 -0.218 -5.032
C -2.303 0.700 -5.040
C -2.034 2.078 -4.380
N -1.381 1.958 -3.033
O -2.366 1.534 -2.122
C -1.154 2.945 -5.317
C -3.383 2.869 -4.327
C 0.189 0.714 -1.450
H 1.050 2.735 -3.406
H 1.963 1.272 -3.079
H 1.161 1.435 -4.613
H -1.226 -0.942 -3.021
H 0.404 -0.960 -3.669
H -0.321 0.157 -5.720
H -1.373 -1.207 -5.408
H -2.638 0.836 -6.076
H -3.125 0.190 -4.521
H -0.879 3.891 -4.839
H -1.693 3.195 -6.242
H -0.241 2.451 -5.648
H -4.168 2.334 -3.782
H -3.776 3.041 -5.337
H -3.246 3.851 -3.858
H 0.410 1.647 -0.915
H 1.092 0.091 -1.410
H -0.577 0.168 -0.890
C 6.897 -2.329 -1.899
C 5.487 -1.737 -1.620
C 5.526 -0.869 -0.333
C 5.604 -1.689 0.953
C 4.500 -2.739 1.002
C 4.456 -3.640 -0.261
N 4.479 -2.850 -1.538
O 3.203 -2.280 -1.705
C 5.646 -4.635 -0.236
C 3.209 -4.577 -0.155
C 5.239 -0.788 -2.839
H 6.836 -3.236 -2.513
H 7.532 -1.626 -2.453
H 7.454 -2.561 -0.989
H 4.629 -0.236 -0.282
H 6.381 -0.182 -0.368
H 6.585 -2.164 1.046
H 5.507 -1.020 1.816
H 4.633 -3.355 1.900
H 3.537 -2.225 1.128
H 5.688 -5.225 -1.157
H 5.548 -5.343 0.598
H 6.616 -4.161 -0.089
H 2.269 -4.023 -0.052
H 3.278 -5.224 0.728
H 3.129 -5.229 -1.033
H 5.208 -1.354 -3.778
H 6.043 -0.047 -2.927
H 4.311 -0.215 -2.750
```

Properties
- Maximum force: 8.56 eV Å⁻¹
- Spin multiplicity: 3
- LUMO level (spin up / spin down): 0.0209 / -0.0147 hartree
- Charge: 0
- DFT total energy: -1561.37330 a.u.